# FNO2

A structure of composition FNO2 (wB97M-V/def2-TZVPD, the OMol25 dataset).

```
! RIJCOSX wB97M-V def2-TZVPD def2/J DEFGRID3
* xyz 0 1
N -0.21 0.01 -0.01
O -0.58 1.06 0.01
O -0.60 -1.07 0.00
F 1.39 0.01 0.01
*
```

Molar mass, g mol⁻¹: 65.0
HOMO, Eh: -0.4842
Lowest unoccupied orbital energy, eV: -0.1337
Kohn-Sham gap, eV: 13.041